1.
Below is C5H13NO as an isolated structure in a non-equilibrium geometry, with properties calculated with ωB97M-V/def2-TZVPD.

Atoms and positions in Å:
H (0.0985, 0.8297, 1.4576)
H (-2.0349, 0.0807, -1.6895)
H (1.7747, -1.1319, -0.8490)
C (-0.1071, 0.9449, 0.4241)
H (3.1037, -0.0529, -0.2313)
H (-0.4529, -0.6719, -1.9267)
H (-1.9441, -1.5102, -1.3093)
H (1.1026, 1.3266, -1.2473)
C (-1.3125, -0.6252, -1.2681)
C (-0.9418, -0.3270, 0.1660)
C (2.0422, -0.2789, -0.2479)
H (-0.6790, 1.8561, 0.2739)
H (1.9360, 1.6976, 0.3222)
O (1.5397, -1.0712, 1.5227)
N (-2.1859, -0.2035, 0.9057)
H (-2.9015, 0.3926, 0.5455)
H (-0.3757, -1.1251, 0.6294)
C (1.2819, 1.0203, -0.2115)
H (-2.1421, -0.2363, 1.9035)
H (2.1981, -0.9143, 0.8299)

Computed properties:
- Gap between HOMO and LUMO: 8.15 eV
- Relative energy (zero: lowest compared OMol25 entry of this formula, charge and spin): 120.8 kcal per mole
- E_tot: -8928.77042 eV
- Charge: 0

***

2.
Below is an isolated molecule of C4H6O2, with properties calculated with ωB97M-V/def2-TZVPD.

Atoms and positions in Å:
H (0.9815, 1.1279, 1.2986)
O (-2.6600, 0.3044, -0.6544)
O (1.7956, 1.3532, 0.8265)
C (2.0457, 0.2818, -0.0628)
C (-1.7687, -0.7864, -0.5190)
H (-2.1711, 1.0332, -1.0542)
H (-2.0856, -1.6340, -1.1391)
H (-1.7729, -1.1233, 0.5283)
H (2.8234, 0.6085, -0.7552)
C (0.7898, -0.1210, -0.7114)
H (2.4099, -0.6130, 0.4681)
C (-0.3744, -0.4308, -0.7766)

Computed properties:
- SMILES: OCC#CCO
- Gap between HOMO and LUMO: 10.66 eV
- Relative energy (zero: lowest compared OMol25 entry of this formula, charge and spin): 68.3 kcal per mole
- E_tot: -8337.49900 eV
- Charge: 0

***

3.
Below is a 10-piece molecular cluster, C40H110N10O10 overall in a non-equilibrium geometry, with properties calculated with ωB97M-V/def2-TZVPD.

Atoms and positions in Å:
H (-3.7694, -4.7629, 1.9330)
C (-3.4047, -5.0923, -3.2396)
C (-3.9378, -6.6932, 0.9813)
O (0.4346, 5.5435, 2.8561)
C (3.3555, 1.2419, 4.8320)
C (2.6814, 2.6169, -7.9005)
H (2.6134, 3.2933, -5.2080)
C (2.7076, -6.4425, 3.7240)
H (1.6089, -4.8122, 5.5620)
H (3.6861, 2.1876, -7.9190)
H (-2.0185, 2.3431, -4.8924)
O (1.9961, 2.1476, -6.7533)
C (-3.6824, 2.9822, 0.6883)
C (2.3838, -6.0957, 2.2904)
H (-0.1664, -3.7229, -0.0670)
H (-1.4141, 5.6363, 3.9822)
N (3.4476, 4.6595, -9.0816)
H (3.4577, 3.2262, 6.7587)
N (5.1719, -3.6517, 3.5532)
H (1.3203, 2.4296, -1.1591)
O (0.0990, -1.7021, -0.4217)
H (1.1128, -3.0453, 0.9740)
C (2.6705, 2.2409, -5.5229)
C (-6.3130, 4.3342, 2.8952)
H (1.8637, -0.7747, 0.1050)
H (2.8094, -1.3655, 2.6351)
C (0.9633, 1.0900, 4.1419)
H (-5.1245, 5.8977, -4.3853)
H (-4.2518, -6.3500, -6.1113)
H (2.3886, -8.0989, 1.4312)
H (-4.6810, 6.4070, -6.0739)
H (-3.4044, -7.0668, 3.8067)
H (2.1018, 2.1966, -8.7250)
C (-3.0017, 4.6000, -3.8703)
H (7.6986, -0.2054, 3.9243)
N (-3.8759, -6.2932, 3.3609)
C (-4.3241, 6.2259, -5.0594)
N (3.5652, -5.8914, 1.4528)
H (3.7204, 1.9421, -5.6080)
H (-0.0110, -4.5965, -2.6227)
H (1.1128, -7.0079, 0.7864)
H (-3.6309, -6.4121, -0.0434)
H (5.2733, -3.1448, 4.4381)
O (5.8099, -0.9553, 4.0407)
H (-0.2544, 6.8166, 4.3095)
C (4.3481, 2.6335, 6.5423)
H (1.7707, 2.3815, 5.7143)
H (-5.5325, -4.8842, 0.0738)
C (5.6473, -1.3887, 2.7008)
H (-6.2548, -6.2174, -0.7676)
H (-2.5801, 4.7557, 0.3434)
H (-2.0042, 1.7581, -0.0819)
C (-1.8805, -5.7147, 2.1390)
H (-0.9188, 4.9259, -3.8531)
N (-3.3144, 4.1797, -0.0581)
N (-2.2581, -3.2020, -2.1771)
H (-3.4962, -7.6947, 0.9494)
C (2.0330, 2.0304, 4.7074)
H (-1.1521, -5.7715, -1.9019)
C (-2.3773, 2.1896, 0.8447)
H (-0.8280, -5.9196, -3.5668)
H (3.2667, -7.3795, 3.8030)
H (-7.0349, -5.7095, 0.6880)
H (-3.4648, -5.6864, -2.3135)
O (-5.3419, -6.8154, 0.9569)
H (-4.0856, 4.8337, -0.1663)
H (4.3737, 1.8640, 7.3254)
H (1.7115, -5.2547, 2.1148)
C (0.2257, 5.4783, 0.4258)
H (-0.5096, -2.5450, 1.2501)
H (3.1684, 4.5095, -7.0815)
H (-2.1429, 2.4993, -2.6841)
C (6.6962, 0.1336, 4.1901)
C (2.6439, 4.1458, -7.9705)
C (0.1800, -2.8295, 0.4440)
H (0.1504, 6.6248, -1.1898)
N (-1.5773, 3.3136, -2.4480)
C (1.1241, 0.1417, -2.3220)
C (4.6677, -2.5867, 2.7059)
H (-0.4447, 0.8273, -1.0482)
H (3.0568, 4.3642, -9.9782)
C (1.7072, 5.4520, 0.0947)
H (-0.1873, 2.8120, -4.9238)
H (-4.1158, 7.2513, -4.6994)
H (5.2955, 3.1655, 6.6107)
H (-1.5305, -6.7041, 2.4467)
C (1.6612, -7.3271, 1.6720)
H (6.6543, 0.4924, 5.2202)
H (2.6211, -3.0560, 3.1982)
C (0.7874, -0.5604, 0.0475)
H (-2.1678, 3.7629, -1.7442)
H (-3.8811, -4.6051, -5.8121)
H (2.1510, -0.2154, -2.2684)
C (-0.3260, 5.7535, 4.0399)
H (-1.3233, -5.2863, 1.3061)
H (5.2097, -0.6603, 2.0099)
H (-5.3278, -5.3507, -5.0817)
H (2.2277, 6.3626, -0.2038)
C (-3.4098, -5.7848, 2.0691)
H (2.3287, 4.9240, 0.8233)
H (3.4149, -5.7732, 4.2322)
N (2.1247, 3.1979, 3.8609)
C (0.9504, -5.3248, 4.8494)
C (-1.2336, 3.1007, -4.8369)
H (3.3767, 5.6607, -9.2382)
H (-1.5518, 2.6505, 1.3862)
H (-6.5285, 3.4792, 3.5434)
C (-2.1005, -4.2687, -3.1443)
H (-5.9506, 5.1788, 3.4848)
H (0.9429, -7.6407, 2.4315)
H (-0.0966, 4.4392, 0.5631)
H (-3.6044, 3.9807, 2.5743)
H (-1.3391, 3.6239, -5.7986)
C (-0.0848, 6.1807, 1.7339)
H (1.1453, 2.0274, 0.4689)
H (0.7471, 0.2586, 4.8137)
H (-3.1347, -3.0562, -1.7038)
H (-1.4929, -5.1074, 2.9637)
O (-3.1597, 5.4814, -4.9594)
H (0.8533, -4.6641, 3.9886)
H (-4.8431, -6.5827, 3.2640)
H (0.2791, 7.2170, 1.6293)
H (3.3617, -1.8557, 4.2148)
C (-1.5793, 4.0628, -3.7200)
H (2.8489, 3.8740, 4.0623)
H (0.6049, 4.2008, -7.3205)
H (0.4486, -0.3487, 1.0718)
N (-0.5446, 6.0909, -0.6709)
H (0.8928, 0.8951, -3.0791)
H (-4.3133, -4.4715, -3.2027)
H (-3.7745, 3.8078, -3.9535)
H (-1.1813, 6.2736, 1.7378)
C (0.6196, 0.5766, -0.9583)
O (1.5821, -6.5802, 4.5953)
H (-3.4628, 5.0177, -2.9588)
H (0.5097, -0.6755, -2.7118)
C (1.2354, 4.6663, -8.0902)
H (4.0924, -6.7347, 1.2572)
H (-4.3305, 2.4073, 0.0248)
O (-3.5089, -5.9837, -4.3085)
N (1.3861, 1.7035, -0.4562)
C (-4.2922, -5.5304, -5.3943)
C (-6.0509, -5.8302, 0.2401)
C (-4.3351, 3.3925, 2.0074)
O (4.4375, 2.1016, 5.2302)
C (3.2814, -2.1871, 3.1732)
H (-7.2980, 4.5879, 2.4955)
H (6.1506, -3.8683, 3.3742)
H (1.3048, 3.7541, 3.6735)
H (-2.6797, 1.2785, 1.3802)
H (3.2294, 0.4647, 5.5840)
H (-1.5082, -3.0509, -1.5224)
H (3.6720, 0.9942, 3.8212)
C (-0.9259, -5.1631, -2.7833)
H (-0.7556, 5.3904, -1.3783)
H (0.0474, 1.6241, 3.8907)
H (1.1509, 5.7390, -7.9119)
O (-5.5246, 4.1164, 1.7499)
H (1.7541, 4.7772, -0.7713)
H (-1.9841, -3.8503, -4.1509)
H (1.3547, 0.6532, 3.2193)
H (2.1313, 1.6620, -4.7770)
H (0.0246, -5.5254, 5.3798)
H (4.2522, -5.2954, 1.9108)
H (6.6327, -1.7432, 2.3841)
H (0.1611, 5.0848, 4.7448)
H (4.5940, -2.8593, 1.6453)
H (0.7753, 4.4293, -9.0508)
H (-4.6362, 2.5037, 2.5761)
H (6.4073, 1.0725, 3.7061)

Computed properties:
- SMILES: COC[C@H](C)N.COC[C@H](C)N.COC[C@H](C)N.COC[C@H](C)N.COC[C@H](C)N.COC[C@H](C)N.COC[C@H](C)N.COC[C@H](C)N.COC[C@H](C)N.COC[C@H](C)N
- Gap between HOMO and LUMO: 9.11 eV
- Relative energy (zero: lowest compared OMol25 entry of this formula, charge and spin): 80.8 kcal per mole
- E_tot: -78632.26180 eV
- Charge: 0

***

4.
Below is an isolated ion of composition C5H10NO and charge +1 in a non-equilibrium geometry, with properties calculated with ωB97M-V/def2-TZVPD.

Atoms and positions in Å:
H (1.0869, -1.6219, -0.3547)
H (1.2430, -1.0565, 1.2242)
H (0.4538, 1.6018, -1.8927)
H (-0.7331, 0.5193, -1.3654)
C (1.4317, 1.4571, 0.4603)
C (0.8737, 0.4484, -0.1772)
H (-0.9857, -1.9122, 1.5429)
N (0.3072, 0.6598, -1.5301)
H (-1.2754, -1.9843, -0.1342)
H (-2.3795, 0.0100, 1.6083)
H (1.6664, 2.3706, -0.0618)
C (-0.8457, -1.3270, 0.6325)
C (-1.8287, -0.1820, 0.6696)
H (1.6537, 1.4122, 1.5166)
C (0.6033, -0.9327, 0.3540)
H (0.7401, 0.0123, -2.1949)
O (-2.0116, 0.5251, -0.2976)

Computed properties:
- SMILES: C=C([NH3+])CCC=O
- Gap between HOMO and LUMO: 11.27 eV
- Relative energy (zero: lowest compared OMol25 entry of this formula, charge and spin): 31.7 kcal per mole
- E_tot: -8877.20722 eV
- Charge: +1

***

5.
Below is a 3-piece molecular cluster, C4H14NO2 overall in a non-equilibrium geometry, with properties calculated with ωB97M-V/def2-TZVPD.

Atoms and positions in Å:
H (0.6153, -0.3363, -0.9486)
H (1.0982, 3.7351, -0.2419)
H (-0.8219, 0.5024, -1.5332)
H (0.1740, 2.4561, 1.7838)
C (0.9387, 1.8208, -1.4530)
H (-0.8577, 2.8485, 0.3775)
O (-0.4986, -4.6267, 0.5646)
H (-0.2002, -5.3525, 0.0093)
H (-1.1018, 0.4420, 0.7784)
O (-1.1090, -1.8012, 0.4724)
H (2.2004, 2.6204, 0.1746)
H (0.5035, 0.2897, 0.9861)
H (-2.0018, -2.0532, 0.7378)
H (-0.6945, -2.6610, 0.2966)
C (0.0055, 2.3078, 0.7094)
C (0.1157, 0.6273, -0.9970)
H (1.9150, 1.4799, -1.8077)
H (-0.5817, -4.9609, 1.4595)
H (0.4360, 2.4181, -2.2159)
N (-0.2115, 0.8732, 0.4796)
C (1.1704, 2.6736, -0.1908)

Computed properties:
- Gap between HOMO and LUMO (spin up / spin down): 3.28 / 11.70 eV
- 2S+1: 2
- Relative energy (zero: lowest compared OMol25 entry of this formula, charge and spin): 30.0 kcal per mole
- E_tot: -9956.78884 eV
- Charge: 0

***

6.
Below is an isolated molecule of C4H6N2O in a non-equilibrium geometry, with properties calculated with ωB97M-V/def2-TZVPD.

Atoms and positions in Å:
H (-0.0018, 1.3723, -1.5003)
H (1.5453, -0.4778, 1.5807)
H (-1.8718, -1.7579, 0.0255)
H (-1.4942, 1.6609, -0.5269)
H (2.2604, -1.2549, -0.4721)
N (1.5438, -0.5393, -0.5781)
C (-0.7686, -0.3269, -0.4144)
C (0.2588, 1.1010, 0.6891)
O (-1.9724, -0.8202, -0.2157)
H (-0.2833, 1.3093, 1.6036)
C (1.0832, -0.0936, 0.6788)
N (0.2669, -1.2750, -0.2610)
C (-0.5664, 1.1019, -0.6091)

Computed properties:
- Gap between HOMO and LUMO: 7.13 eV
- Relative energy (zero: lowest compared OMol25 entry of this formula, charge and spin): 137.3 kcal per mole
- E_tot: -9267.54917 eV
- Charge: 0

***

Copy entry 5 word for word.
Below is a 3-piece molecular cluster, C4H14NO2 overall in a non-equilibrium geometry, with properties calculated with ωB97M-V/def2-TZVPD.

Atoms and positions in Å:
H (0.6153, -0.3363, -0.9486)
H (1.0982, 3.7351, -0.2419)
H (-0.8219, 0.5024, -1.5332)
H (0.1740, 2.4561, 1.7838)
C (0.9387, 1.8208, -1.4530)
H (-0.8577, 2.8485, 0.3775)
O (-0.4986, -4.6267, 0.5646)
H (-0.2002, -5.3525, 0.0093)
H (-1.1018, 0.4420, 0.7784)
O (-1.1090, -1.8012, 0.4724)
H (2.2004, 2.6204, 0.1746)
H (0.5035, 0.2897, 0.9861)
H (-2.0018, -2.0532, 0.7378)
H (-0.6945, -2.6610, 0.2966)
C (0.0055, 2.3078, 0.7094)
C (0.1157, 0.6273, -0.9970)
H (1.9150, 1.4799, -1.8077)
H (-0.5817, -4.9609, 1.4595)
H (0.4360, 2.4181, -2.2159)
N (-0.2115, 0.8732, 0.4796)
C (1.1704, 2.6736, -0.1908)

Computed properties:
- Gap between HOMO and LUMO (spin up / spin down): 3.28 / 11.70 eV
- 2S+1: 2
- Relative energy (zero: lowest compared OMol25 entry of this formula, charge and spin): 30.0 kcal per mole
- E_tot: -9956.78884 eV
- Charge: 0

***

Q: What is the E_tot in the sixth record?
A: -9267.54917 eV